This record from OMol25 describes 12 unconnected molecules or ions with the total composition C44H108N4O20 in a non-equilibrium geometry. The level of theory is wB97M-V/def2-TZVPD.

Structure (XYZ):
```
176
Properties=species:S:1:pos:R:3:forces:R:3
C -2.853625 1.874724 1.310683 -0.491 0.766 -1.214
O -1.890631 1.101855 1.933269 1.403 -0.045 1.432
C -0.709259 1.823889 2.383435 -0.159 -1.758 -0.013
C 0.378991 0.874937 2.986919 -0.285 -1.334 -1.294
O 0.642892 -0.202191 2.028524 0.316 0.718 -0.418
C 1.861504 -0.947832 2.145065 0.015 0.720 1.174
H -2.669628 1.970683 0.240622 0.119 -0.486 -0.460
H -2.914464 2.935095 1.555655 0.143 0.102 1.017
H -3.841681 1.431679 1.435478 0.096 -0.082 0.160
H -0.986569 2.519040 3.175876 -0.041 0.335 -0.112
H -0.272623 2.313772 1.513108 0.088 0.279 0.065
H 0.143046 0.373422 3.925488 -0.652 0.255 0.166
H 1.258450 1.478698 3.210736 0.290 0.132 -0.351
H 1.802218 -1.622164 2.999387 -0.059 -0.221 0.100
H 2.720808 -0.304803 2.335357 0.050 0.381 0.068
H 2.159747 -1.533832 1.275714 -0.885 0.191 -0.321
C -7.922026 3.779006 4.908100 -0.709 -0.095 -0.301
O -9.153797 2.991295 4.935222 1.122 1.307 0.844
C -9.412535 2.176849 3.832053 0.581 -1.337 -0.437
C -10.875006 1.781307 3.675521 -0.465 1.991 0.977
O -11.509005 1.249356 4.830618 -0.715 0.582 1.054
C -11.844441 2.201057 5.920096 1.175 -0.434 -0.107
H -7.863347 4.356964 3.985813 -0.225 0.140 -0.112
H -6.951556 3.290310 4.994446 -0.268 -1.123 -0.143
H -7.884331 4.462187 5.756592 -0.748 -0.005 -0.017
H -8.843659 1.250964 3.917017 0.389 -0.184 0.054
H -9.110865 2.650718 2.897959 0.064 0.202 -0.238
H -11.023171 1.142864 2.804586 0.194 -0.445 0.360
H -11.369415 2.717552 3.416504 -0.442 0.253 -0.085
H -12.588181 1.857966 6.639279 -0.355 -0.909 -0.765
H -12.179114 3.197851 5.632877 0.122 -0.089 -0.779
H -10.971649 2.331097 6.559956 0.284 0.141 -0.314
C 2.068931 -8.126833 5.078936 0.379 0.454 0.900
O 3.163999 -8.861401 5.615647 -0.031 0.432 -0.609
C 4.379913 -8.427723 5.022006 1.548 -2.673 1.467
C 5.520116 -9.417629 5.589387 -0.367 1.226 -0.876
O 5.671041 -9.465078 6.986014 -0.029 -1.258 -0.221
C 5.180055 -10.699864 7.552312 -0.850 1.669 0.653
H 2.155376 -7.109386 5.460311 -0.138 0.354 -0.115
H 1.135418 -8.520208 5.481318 0.125 -0.277 -0.281
H 2.091924 -8.071074 3.990609 -0.147 -0.316 -0.118
H 4.685425 -7.405648 5.245872 -0.463 0.228 -0.030
H 4.357806 -8.663114 3.957946 0.002 0.523 -0.308
H 6.497229 -9.098050 5.227138 -0.045 0.369 -0.426
H 5.367958 -10.399764 5.141759 -0.303 -0.206 0.211
H 5.439867 -11.652867 7.091450 0.552 0.293 -0.396
H 4.096312 -10.586536 7.524853 -0.199 -0.482 0.192
H 5.513274 -10.654932 8.589157 -0.031 -0.330 -0.047
C 11.164393 4.661508 5.714878 -1.421 -0.377 -1.049
O 9.926465 4.023465 5.450847 -1.757 -0.744 0.584
C 9.851272 2.809264 4.678707 1.111 1.276 0.302
C 8.527683 2.082511 4.776219 0.686 -0.236 0.337
O 7.455869 2.623020 4.068461 -0.338 0.830 -0.017
C 7.099862 3.938292 4.523102 0.260 -0.436 0.424
H 11.451053 5.028213 4.729249 1.116 0.172 0.198
H 11.857806 3.985690 6.215428 0.315 0.150 -0.130
H 10.868324 5.505928 6.337299 0.448 -0.057 0.117
H 10.652449 2.169535 5.048778 0.042 -0.449 -0.119
H 10.050395 3.062084 3.637296 0.104 -0.094 -0.307
H 8.304214 1.924577 5.831309 -0.306 0.183 0.303
H 8.717213 1.090285 4.366737 -0.113 -0.052 -0.184
H 6.062112 4.134791 4.253729 0.203 -0.004 -0.244
H 7.796903 4.701135 4.176244 -0.158 -0.005 -0.459
H 7.196002 3.995073 5.607370 -0.202 -0.156 0.238
C 3.096840 5.847789 -2.078784 -0.564 -1.170 0.529
O 4.155824 4.922269 -2.228685 1.420 1.052 -0.227
C 4.011432 3.665354 -1.640678 -0.057 -1.493 -1.033
C 5.276542 2.763424 -1.761785 0.587 1.314 0.282
O 5.685479 2.239369 -3.029425 -0.752 -0.041 0.441
C 5.978115 3.213976 -4.002041 -0.088 1.114 -0.284
H 3.385755 6.890403 -2.211428 0.447 -0.322 -0.259
H 2.686722 5.745124 -1.074116 -0.130 0.165 0.269
H 2.296753 5.569692 -2.764808 -0.190 0.266 -0.213
H 3.235521 3.123305 -2.181282 -0.593 -0.136 0.154
H 3.757737 3.720961 -0.582072 -0.067 0.109 0.217
H 5.238683 1.954025 -1.032703 -0.581 -0.385 -0.469
H 6.073251 3.364228 -1.323159 0.542 0.379 -0.316
H 5.112034 3.741488 -4.401715 -0.491 -0.126 0.313
H 6.461314 2.834115 -4.902221 0.219 -0.746 0.454
H 6.602067 4.006838 -3.589547 0.291 0.015 0.147
C -0.569688 8.244553 -6.700136 -0.265 -0.473 -1.555
O -1.128771 7.303089 -5.801628 -0.526 0.141 0.513
C -1.994083 6.292857 -6.378932 1.457 -0.431 -0.176
C -2.536709 5.265041 -5.347197 0.516 2.321 0.663
O -3.365700 5.894113 -4.346404 -0.816 -0.777 -0.794
C -2.859758 6.862728 -3.440753 -0.094 -0.074 -0.089
H 0.352467 8.754934 -6.422224 -0.119 -0.453 1.081
H -1.236350 9.035287 -7.044254 -0.586 0.048 0.437
H -0.295400 7.748338 -7.631075 0.105 -0.367 -0.245
H -1.355790 5.752038 -7.077645 0.216 -0.523 -0.120
H -2.764201 6.659628 -7.057540 -0.467 0.650 0.575
H -1.754495 4.716136 -4.822835 0.463 0.158 -0.149
H -3.094533 4.524665 -5.920581 -0.483 0.201 0.266
H -1.881457 6.574239 -3.056304 0.144 0.176 -0.039
H -3.564512 6.941540 -2.612979 -0.050 -0.527 0.095
H -2.864916 7.877460 -3.838728 0.487 -0.100 -0.454
C -2.048082 -10.215607 -6.635084 0.624 -0.801 0.284
O -1.366092 -9.940317 -5.399874 0.229 0.501 -0.302
C 0.064940 -10.153578 -5.484544 -0.826 0.333 -0.467
C 0.844397 -9.837649 -4.228581 -0.841 0.341 0.843
O 0.765078 -8.441154 -3.896974 -0.165 -0.628 -0.669
C 1.520234 -8.111228 -2.756270 0.095 -0.390 -0.048
H -3.132660 -10.119727 -6.584123 0.156 0.554 0.677
H -1.918490 -11.267893 -6.888098 0.282 -0.305 -0.110
H -1.688079 -9.647426 -7.492789 0.199 0.364 0.143
H 0.529817 -9.521196 -6.240896 -0.331 0.113 -0.514
H 0.177374 -11.196949 -5.779234 0.512 -0.187 0.107
H 1.876968 -10.163337 -4.354385 0.295 0.157 -0.354
H 0.478255 -10.443077 -3.399432 -0.292 0.038 0.329
H 2.576211 -8.308890 -2.940492 0.278 0.024 0.060
H 1.205322 -8.720727 -1.909262 -0.040 -0.021 0.255
H 1.399630 -7.057777 -2.503716 -0.179 -0.081 -0.237
C -1.127819 -1.564231 -4.206523 1.345 0.865 1.072
O -1.685953 -1.795305 -5.448421 -0.522 -1.373 -0.160
C -2.114699 -3.165272 -5.503407 -1.323 0.133 -1.792
C -2.571673 -3.492796 -6.956759 0.163 0.437 1.804
O -1.430082 -3.544309 -7.750568 0.925 -0.775 -1.160
C -1.583833 -4.304742 -8.977493 -0.810 1.008 0.829
H -0.165382 -2.073779 -4.159819 0.198 -0.091 0.320
H -1.693667 -1.811935 -3.308443 -0.649 -0.733 -0.213
H -0.945115 -0.505997 -4.019795 0.108 0.226 -0.680
H -2.980297 -3.252985 -4.846794 -0.158 -0.183 0.160
H -1.429215 -3.979847 -5.269568 0.840 0.611 0.474
H -3.290323 -2.713247 -7.209630 -0.030 0.155 -0.665
H -3.095280 -4.448092 -6.919915 -0.079 -0.249 -0.080
H -0.688588 -4.296202 -9.599216 0.101 0.362 0.428
H -2.402927 -3.801213 -9.490964 -0.045 -0.304 -0.578
H -1.855221 -5.344367 -8.794078 -0.063 -0.089 0.253
C -6.767779 1.235658 -4.120918 0.008 -0.618 0.063
C -7.607043 1.946856 -3.103946 -0.089 -0.890 -0.361
O -8.197784 1.373624 -2.224108 -0.649 -0.724 0.913
N -7.712659 3.244050 -3.321944 -0.430 1.923 -0.105
C -8.546859 4.176336 -2.581181 0.221 1.200 0.028
H -7.038653 1.512540 -5.139767 0.085 0.134 0.064
H -7.007476 0.182348 -3.975424 0.492 -0.016 -0.110
H -5.716701 1.459002 -3.937989 0.100 -0.257 -0.140
H -6.941976 3.662813 -3.822736 -0.352 0.111 -0.185
H -7.890586 4.763313 -1.938623 -0.190 0.193 0.185
H -9.401055 3.869833 -1.977436 0.555 -1.195 -0.112
H -9.027147 4.858811 -3.282364 0.288 0.162 -0.228
C -3.002721 -2.972763 4.479753 -1.459 -0.714 -0.156
C -4.215880 -3.419952 3.582938 0.420 -1.069 1.555
O -4.903405 -4.398340 3.886350 0.539 1.079 -0.508
N -4.441883 -2.629660 2.527511 -0.156 0.281 0.098
C -5.532530 -2.731110 1.581722 0.320 0.616 -0.691
H -3.027616 -3.638911 5.342142 0.181 -0.077 -0.158
H -3.248553 -1.984048 4.867188 0.411 0.215 -0.227
H -2.034567 -3.038072 3.983249 -0.141 0.257 -0.054
H -3.773728 -1.891856 2.356263 -0.137 -0.120 0.097
H -5.943331 -3.727371 1.417949 0.624 -0.080 0.102
H -5.047196 -2.300245 0.705997 -0.609 -0.480 -0.661
H -6.393505 -2.089133 1.767945 0.059 0.144 0.587
C 9.020810 -5.716724 0.583206 1.368 -0.282 -1.245
C 7.810108 -5.225798 -0.242450 0.938 -1.421 4.030
O 6.737784 -5.200369 0.304921 -1.744 0.091 0.257
N 8.035514 -4.773162 -1.431418 0.438 0.688 -3.278
C 7.026678 -4.342104 -2.395749 0.671 -0.001 -0.381
H 9.887539 -5.835960 -0.066932 0.282 0.370 -0.325
H 9.003976 -6.729368 0.986148 -1.062 0.155 0.241
H 9.364114 -5.030574 1.357436 -0.573 0.116 0.016
H 8.900042 -4.954962 -1.920950 0.124 -0.056 0.696
H 6.780773 -5.162435 -3.070065 -0.118 -0.091 -0.003
H 7.622824 -3.620323 -2.954073 -0.839 0.383 -0.422
H 6.090876 -3.935137 -2.012671 0.504 0.049 0.418
C -1.568301 8.975481 3.103906 0.333 -0.375 0.621
C -1.609028 10.381005 2.643186 0.793 0.096 -1.471
O -1.909424 10.596887 1.474427 -0.504 0.634 0.517
N -1.144020 11.338159 3.481161 -0.619 -0.694 0.250
C -1.310091 12.732385 3.151526 0.642 -0.121 -0.094
H -0.826709 8.473369 2.482586 -0.152 -0.174 0.004
H -2.549423 8.528294 2.944170 0.153 -0.084 0.126
H -1.246876 8.915239 4.143687 -0.213 -0.315 0.079
H -0.676297 11.024433 4.319558 -0.323 0.383 -0.071
H -0.594807 12.984701 2.368694 0.038 0.387 0.057
H -1.120769 13.296396 4.064843 -0.140 0.249 -0.274
H -2.303321 12.909109 2.738772 -0.007 0.010 0.255
```
Forces are in eV/Å.

Results
- HOMO level (eV) = -9.17
- structure (SMILES) = CNC(C)=O.CNC(C)=O.CNC(C)=O.CNC(C)=O.COCCOC.COCCOC.COCCOC.COCCOC.COCCOC.COCCOC.COCCOC.COCCOC
- calculated total energy (Eh) = -3464.58572
- orbital gap (eV) = 9.233